Here is a structure of composition C27H32N5O9SScSi in a non-equilibrium geometry from the Open Molecules 2025 dataset. Energies are from the ωB97M-V functional and the def2-TZVPD basis.

CARTESIAN COORDINATES (ANGSTROEM)
Sc1 0.02 0.33 0.16
C1 2.10 -2.23 -0.21
O1 1.13 -1.74 0.73
C2 1.59 -1.74 2.08
C3 2.27 -0.44 2.41
O2 1.29 0.58 2.22
C4 1.67 1.83 2.79
H1 2.38 -3.24 0.07
H2 2.97 -1.57 -0.25
H3 1.62 -2.23 -1.18
H4 2.27 -2.58 2.25
H5 0.71 -1.86 2.71
H6 3.14 -0.25 1.77
H7 2.59 -0.45 3.46
H8 1.84 1.70 3.86
H9 0.85 2.52 2.64
H10 2.58 2.21 2.31
N1 -2.66 -2.23 -2.58
C5 -3.41 -3.14 -1.80
C6 -4.61 -3.63 -2.26
C7 -5.35 -4.51 -1.48
C8 -4.89 -4.88 -0.23
C9 -3.69 -4.38 0.24
C10 -2.93 -3.52 -0.55
S1 -1.36 -2.98 0.02
N2 -1.09 -1.61 -0.95
C11 -1.68 -1.43 -2.07
C12 -1.24 -0.25 -2.88
C13 -1.69 0.01 -4.16
C14 -1.17 1.11 -4.83
C15 -0.22 1.89 -4.21
C16 0.17 1.56 -2.92
N3 -0.33 0.51 -2.27
H11 -3.09 -1.94 -3.44
H12 -4.98 -3.33 -3.24
H13 -6.29 -4.90 -1.86
H14 -5.47 -5.56 0.39
H15 -3.32 -4.65 1.22
H16 -2.42 -0.61 -4.65
H17 -1.51 1.34 -5.83
H18 0.22 2.75 -4.70
H19 0.90 2.14 -2.39
O3 3.98 1.44 -0.70
C17 2.78 1.59 -0.53
O4 1.91 0.63 -0.49
C18 2.23 2.98 -0.32
C19 3.12 4.04 -0.38
C20 2.69 5.33 -0.11
C21 1.38 5.60 0.25
C22 0.52 4.54 0.31
C23 0.87 3.21 0.00
O5 -0.05 2.29 0.03
N4 -0.87 4.78 0.74
O6 -1.60 5.38 -0.02
O7 -1.18 4.35 1.83
N5 3.65 6.44 -0.18
O8 4.79 6.19 -0.51
O9 3.24 7.56 0.08
H20 4.15 3.85 -0.62
H21 1.07 6.61 0.47
C24 -1.10 0.52 4.36
Si1 -2.32 -0.14 3.09
C25 -3.99 0.54 3.61
C26 -2.44 -2.00 3.31
C27 -1.91 0.33 1.36
H22 -1.50 0.39 5.37
H23 -0.94 1.59 4.20
H24 -0.13 0.02 4.31
H25 -4.24 0.25 4.64
H26 -4.79 0.19 2.96
H27 -3.98 1.64 3.57
H28 -2.83 -2.25 4.30
H29 -1.47 -2.50 3.19
H30 -3.12 -2.42 2.56
H31 -2.12 1.41 1.31
H32 -2.69 -0.15 0.75

The strongest force on any atom is 1.0 eV Å⁻¹. The lowest unoccupied orbital energy is -0.928 eV. Its energy above the lowest of the compared OMol25 structures with the same formula, charge and spin is 0.0 kJ/mol. Its multiplicity is 1. The total charge is 0. The calculation puts the HOMO-LUMO gap at 0.25922 Ha.